Entry 1:
DFT (the ωB97M-V functional and the def2-TZVPD basis) results for 2 unconnected molecules or ions with the total composition C19H41BF3N3O4S.

The geometry in ORCA input format:
```
! RIJCOSX wB97M-V def2-TZVPD def2/J DEFGRID3
* xyz 0 1
S 3.855 6.370 1.309
F 4.854 8.634 2.195
F 3.328 8.880 0.696
F 5.301 8.231 0.128
O 1.880 3.953 -0.874
O 3.352 6.003 -0.011
O 5.079 5.702 1.689
O 2.837 6.439 2.334
N 0.569 0.874 -1.335
N 0.634 2.345 0.472
N -1.281 0.975 0.253
C 0.438 -4.438 -0.006
C 3.367 2.397 0.557
C 2.456 -4.135 1.534
C -5.413 -0.070 -0.724
C -1.845 -3.334 -2.317
C 3.844 1.246 -0.380
C -0.040 -4.920 -1.400
C 3.651 -3.148 1.645
C -1.594 0.915 1.698
C -0.033 1.417 -0.154
C -5.303 0.243 0.777
C -2.981 0.290 1.872
C -0.343 -3.718 -2.335
C 1.976 -4.264 0.064
C -4.096 1.109 1.191
C -4.080 -0.259 -1.464
C -2.113 -1.848 -1.961
C 4.361 8.121 1.069
C -3.494 -1.677 -1.289
B 1.989 2.931 0.027
H 0.823 -0.093 -1.125
H 2.821 -5.105 1.889
H 0.232 2.738 1.315
H -6.205 0.805 1.056
H 2.610 4.587 -0.712
H 1.622 -3.767 2.144
H -0.831 0.349 2.248
H 0.118 -5.116 0.794
H -4.276 -0.150 -2.542
H -2.950 -0.703 1.385
H -4.183 -2.350 -1.823
H 3.350 2.068 1.603
H -1.320 -1.565 -1.248
H -1.662 1.938 2.097
H -2.278 -3.565 -3.297
H -0.945 -5.521 -1.256
H -5.968 -1.017 -0.821
H 0.767 -5.532 -1.824
H 0.014 -3.442 0.211
H 4.813 0.855 -0.060
H 4.288 -3.377 2.507
H -3.189 0.119 2.932
H -6.028 0.681 -1.235
H 4.098 3.213 0.456
H -5.316 -0.662 1.396
H 0.247 -2.850 -2.003
H -1.509 0.093 -0.196
H 0.001 -3.960 -3.347
H 3.909 1.630 -1.407
H 2.242 -3.329 -0.450
H -3.335 0.516 -1.223
H 2.474 -5.105 -0.432
H -2.042 -1.219 -2.857
H 4.228 -3.152 0.716
H -3.705 1.718 0.369
H -4.463 1.816 1.950
H -0.147 0.793 -2.057
H -2.382 -3.935 -1.571
H 3.101 0.438 -0.396
H -3.446 -1.974 -0.233
H 3.266 -2.131 1.788
*
```

Total energy, eV: -52694.4158

These are the Löwdin partial charges, in e, on atoms 1 to 2:
1 S 0.472
2 F 0.127

---

Entry 2:
DFT (the ωB97M-V functional and the def2-TZVPD basis) results for a molecular structure, C23H33ClCrN3O4Si2.

The geometry in ORCA input format:
```
! RIJCOSX wB97M-V def2-TZVPD def2/J DEFGRID3
* xyz -1 5
Cr -0.263 -0.196 0.186
Cl 2.929 -4.368 5.328
Si -1.017 -3.612 -0.424
Si 3.161 -0.464 -0.300
O 1.289 2.369 1.331
O -3.040 0.130 -0.581
O 1.864 -0.701 0.815
O -0.740 -0.462 2.067
N 0.160 1.819 0.710
N 0.070 0.019 -1.798
N -2.029 0.742 -0.156
C 2.519 -3.368 3.948
C 4.737 -0.336 0.709
C 3.202 -1.835 -1.564
C -0.717 4.080 0.901
C -0.290 -1.992 -0.762
C -2.732 -3.809 -1.191
C -0.826 2.631 0.540
C -1.187 -3.877 1.430
C -0.173 -1.349 -1.970
C 3.165 -3.597 2.736
C 0.037 -5.044 -1.086
C -2.047 2.059 0.003
C -0.275 -1.801 -3.344
C 1.958 -1.716 1.786
C 1.153 -1.610 2.968
C -0.053 -0.898 3.062
C 2.874 -2.737 1.672
C -0.195 -0.905 -4.361
C 3.015 1.196 -1.126
C -3.275 2.838 -0.341
C 0.080 0.882 -2.809
C -0.026 0.489 -4.119
C 1.552 -2.411 4.078
H -3.319 -2.908 -0.991
H 0.013 1.208 -4.924
H 2.491 1.939 -0.527
H -0.283 -1.257 -5.385
H -3.445 3.670 0.343
H -1.696 4.534 1.016
H -0.437 -2.855 -3.536
H 2.501 -2.630 -1.304
H -3.266 -4.676 -0.789
H -1.608 -2.982 1.894
H 4.039 1.554 -1.279
H 1.729 1.576 1.670
H 0.342 -4.869 -2.122
H 5.564 -0.184 0.008
H 0.203 1.929 -2.541
H -0.144 4.190 1.819
H -0.181 4.616 0.115
H -2.667 -3.926 -2.277
H -4.126 2.161 -0.291
H 2.881 -1.446 -2.532
H -1.834 -4.727 1.665
H 4.974 -1.191 1.338
H 3.888 -4.392 2.629
H 2.526 1.126 -2.094
H -0.209 -4.054 1.888
H -0.508 -0.820 4.053
H 4.205 -2.259 -1.669
H 1.016 -2.305 5.012
H -3.241 3.239 -1.359
H 4.688 0.551 1.348
H -0.519 -5.987 -1.052
H 0.945 -5.166 -0.489
H 3.416 -2.882 0.750
*
```

Energy relative to the best compared isomer or geometry (same formula, charge and spin), kJ/mol: 167.4
Total energy, eV: -93747.2925
<S²>: 6.0874

These are the natural (NBO) partial charges, in e, on atoms 1 to 2:
1 Cr 1.231
2 Cl -0.050

---

Entry 3:
DFT (the ωB97M-V functional and the def2-TZVPD basis) results for 3 unconnected molecules or ions with the total composition C6H14O2.

The geometry in ORCA input format:
```
! RIJCOSX wB97M-V def2-TZVPD def2/J DEFGRID3
* xyz 0 1
O 0.465 -5.896 -1.391
O 5.578 -1.920 1.880
C -1.386 1.763 -0.116
C -2.712 1.693 0.627
C -0.482 -0.495 0.594
C -0.493 3.170 -2.011
C -0.418 0.853 -0.068
C -1.237 3.009 -0.927
H 0.089 2.387 -2.476
H 0.490 1.031 -0.645
H 5.765 -2.810 2.219
H -1.164 -1.094 0.000
H -0.472 4.149 -2.477
H -2.729 0.875 1.351
H -0.296 -6.098 -0.837
H -0.839 -0.512 1.618
H -2.825 2.618 1.201
H -3.504 1.618 -0.118
H -1.807 3.867 -0.571
H 6.284 -1.375 2.264
H 1.205 -5.866 -0.767
H 0.489 -0.967 0.649
*
```

SMILES: C=C/C(C)=C/C.O.O
Energy relative to the best compared isomer or geometry (same formula, charge and spin), kJ/mol: 187.6
Total energy, eV: -10542.6719

These are the natural (NBO) partial charges, in e, on atoms 1 to 2:
1 O -0.934
2 O -0.936

---

Entry 4:
DFT (the ωB97M-V functional and the def2-TZVPD basis) results for 8 unconnected molecules or ions with the total composition C35H59O25.

The geometry in ORCA input format:
```
! RIJCOSX wB97M-V def2-TZVPD def2/J DEFGRID3
* xyz -1 1
O 5.500 -0.234 -5.235
O -7.908 3.868 9.189
O 2.460 -0.296 0.318
O 6.644 -2.190 3.912
O -0.603 2.086 -8.606
O 1.735 0.519 2.339
O -7.914 1.152 2.753
O -2.684 3.054 -8.733
O 3.193 -5.783 -8.322
O 7.004 -0.738 5.896
O 4.678 -4.369 -7.536
O 3.635 -0.754 2.116
O -10.137 1.588 2.379
O 11.976 -4.532 4.194
O 4.326 0.225 -7.033
O -2.051 -0.440 4.260
O 3.600 1.040 -5.013
O -3.375 1.077 5.369
O 2.455 -3.963 -7.128
O -3.979 -1.117 5.064
O -5.615 3.766 9.235
O -6.783 4.833 7.568
O -1.665 3.002 -6.788
O -8.849 1.158 0.653
O 10.030 0.582 4.133
C -3.120 1.276 -10.331
C -7.311 -0.681 0.254
C -8.868 1.295 2.002
C -5.018 3.964 6.141
C -5.554 5.160 6.908
C 9.692 -3.267 4.718
C -7.583 0.804 0.083
C -10.317 1.668 3.791
C 4.811 -1.157 -3.096
C 3.848 -0.693 3.532
C -1.051 0.567 4.066
C 4.980 -3.137 -6.884
C 4.401 0.414 -5.693
C -0.575 2.564 -5.981
C -3.160 -0.045 4.933
C 2.535 -0.107 1.659
C 12.169 -2.251 5.554
C 3.157 0.781 -7.631
C 11.352 -3.465 4.744
C 3.352 -4.643 -7.606
C 7.493 -1.615 4.781
C -2.752 2.736 -10.128
C -5.149 -0.860 5.838
C 5.713 -0.173 -3.820
C -0.233 0.766 5.331
C 2.945 -1.678 4.256
C 1.291 0.260 -0.279
C 10.203 -0.590 4.764
C -1.552 2.665 -8.096
C -7.927 3.049 10.356
C -6.663 4.128 8.720
C 9.149 -1.851 4.754
C 1.191 -5.393 -9.643
C 11.623 -0.841 5.606
C 1.839 -6.201 -8.532
H -1.813 2.990 -10.634
H -5.691 0.013 5.463
H 1.101 -4.339 -9.366
H 13.158 -2.582 6.083
H 6.760 -0.443 -3.644
H -6.392 -0.969 -0.265
H 12.175 0.003 6.201
H -1.502 1.505 3.724
H 0.192 -5.776 -9.868
H -0.395 0.213 3.263
H -8.143 -1.273 -0.142
H -3.266 1.057 -11.393
H -0.850 1.160 6.144
H 1.264 -6.143 -7.601
H -4.818 5.545 7.623
H 5.578 0.850 -3.448
H 0.590 1.463 5.154
H 1.800 -5.431 -10.553
H -4.875 -0.723 6.889
H 3.712 0.329 3.904
H -0.602 1.475 -5.880
H 4.894 -0.964 3.708
H 3.757 -0.890 -3.215
H -5.776 5.971 6.207
H -5.805 -1.731 5.762
H 1.173 1.317 -0.018
H 2.275 0.207 -7.327
H 3.039 1.837 -7.370
H -0.687 3.007 -4.988
H -7.208 -0.946 1.310
H -7.625 2.029 10.098
H -11.323 2.049 3.985
H -3.533 3.370 -10.561
H -4.038 1.031 -9.788
H -10.233 0.670 4.233
H 6.064 -3.081 -6.748
H -4.133 4.240 5.561
H -7.282 3.457 11.140
H 1.396 0.185 -1.365
H 3.262 0.705 -8.717
H -4.745 3.149 6.818
H -5.780 3.570 5.461
H 4.665 -2.298 -7.511
H 3.175 -1.699 5.325
H 1.891 -1.411 4.137
H 0.385 2.890 -6.396
H 4.932 -2.164 -3.506
H -2.338 0.613 -9.948
H 1.874 -7.256 -8.824
H -8.953 3.021 10.735
H -7.638 1.042 -0.985
H 5.041 -1.179 -2.027
H 0.177 -0.188 5.679
H 8.925 -4.150 4.699
H 4.508 -3.082 -5.898
H -9.596 2.354 4.247
H 3.066 -2.685 3.845
H -6.778 1.414 0.508
H 0.410 -0.314 0.024
*
```

Energy relative to the best compared isomer or geometry (same formula, charge and spin), kJ/mol: 761.0
Total energy, eV: -88434.5194

These are the Löwdin partial charges, in e, on atoms 1 to 2:
1 O 0.012
2 O -0.012

---

Entry 5:
DFT (the ωB97M-V functional and the def2-TZVPD basis) results for a molecular structure, C2H7FN4.

The geometry in ORCA input format:
```
! RIJCOSX wB97M-V def2-TZVPD def2/J DEFGRID3
* xyz 0 1
F -2.325 -0.880 -0.621
N -0.893 1.834 -0.303
N 1.054 -1.108 -0.427
N 2.220 -0.248 -0.311
N 0.042 0.884 -0.002
C 0.049 -0.501 -0.057
C -1.344 -1.068 0.338
H 2.256 0.089 0.915
H -1.317 2.261 0.569
H 3.001 -0.838 -0.801
H 1.295 1.153 -0.207
H -1.544 1.353 -1.003
H -1.353 -0.798 1.447
H -1.141 -2.132 0.462
*
```

Energy relative to the best compared isomer or geometry (same formula, charge and spin), kJ/mol: 350.5
Total energy, eV: -10859.7167

These are the natural (NBO) partial charges, in e, on atoms 1 to 2:
1 F -0.342
2 N -0.647

---

Entry 6:
DFT (the ωB97M-V functional and the def2-TZVPD basis) results for 17 unconnected molecules or ions with the total composition C49H46Cl65FN2O3.

The geometry in ORCA input format:
```
! RIJCOSX wB97M-V def2-TZVPD def2/J DEFGRID3
* xyz 0 1
Cl 7.468 -11.049 -6.074
Cl 6.082 -10.678 -3.569
Cl -0.867 -7.496 -7.897
Cl 6.784 4.692 2.756
Cl -4.183 7.592 -0.769
Cl -1.654 -4.841 -8.699
Cl 1.177 9.065 13.949
Cl 3.916 9.389 14.813
Cl 1.660 -10.730 -6.743
Cl -3.299 4.891 -0.288
Cl 2.146 8.057 5.670
Cl -2.373 -5.825 -6.078
Cl -9.760 4.130 6.362
Cl 3.107 5.828 -2.193
Cl 5.997 -6.861 -8.240
Cl 1.781 10.689 16.256
Cl -7.263 4.040 4.917
Cl 3.390 7.635 9.300
Cl 7.237 -2.174 -5.368
Cl 3.515 6.866 12.080
Cl 4.539 9.297 6.695
Cl 8.241 -6.763 -10.049
Cl -4.695 5.998 -4.633
Cl 5.547 -6.732 -11.089
Cl -4.498 6.415 1.852
Cl 5.574 5.206 0.187
Cl 5.157 -4.028 -6.104
Cl 2.503 11.607 13.618
Cl 2.739 3.097 -3.079
Cl -7.760 2.174 7.069
Cl 0.742 4.305 1.688
Cl -6.119 5.488 -0.354
Cl 5.948 7.205 10.566
Cl -7.316 4.966 7.650
Cl 4.357 9.511 11.267
Cl 4.603 7.915 4.161
Cl 4.322 -2.875 -1.832
Cl 8.174 1.128 -5.470
Cl 7.248 0.471 -8.124
Cl -4.938 -3.411 -7.864
Cl -5.527 -5.376 -5.833
Cl 3.376 5.163 -4.995
Cl 3.451 3.835 2.560
Cl 7.929 -4.840 -6.247
Cl 8.345 4.409 0.343
Cl 1.611 5.243 4.278
Cl 0.005 -11.841 -8.834
Cl 6.421 2.940 -6.875
Cl -1.949 5.720 -5.489
Cl 6.674 -4.442 -3.682
Cl 2.867 -11.677 -9.183
Cl 1.267 -9.276 -9.213
Cl -3.846 3.587 -5.983
Cl 7.544 7.033 1.244
Cl -2.906 4.142 -3.311
Cl 0.782 5.123 -3.716
Cl -7.541 -3.462 -6.620
Cl 6.579 -4.429 -9.688
Cl -3.637 -6.925 -8.438
Cl 4.683 -10.305 -6.074
Cl 9.153 2.607 -7.748
Cl 3.200 10.427 4.400
Cl -5.236 -2.596 -5.114
Cl 1.264 2.412 3.800
Cl 6.686 -8.401 -5.236
F -1.492 3.280 -1.219
O -4.211 -3.057 5.511
O -6.181 -4.393 0.397
O -4.529 -5.739 1.133
N 1.862 -2.695 -1.003
N 2.003 0.155 -0.869
C -2.685 -2.578 0.652
C 5.904 1.716 -0.231
C -0.886 1.404 -2.493
C -0.394 -4.403 2.307
C -5.210 -0.201 5.168
C -0.366 -2.536 -0.190
C 4.322 0.158 -1.542
C -0.416 2.399 -1.439
C 6.228 -10.108 -5.235
C -4.879 1.400 0.545
C -5.035 -4.777 0.309
C -5.811 -3.713 -6.358
C -3.663 -2.785 -0.540
C 1.448 -10.880 -8.493
C 0.869 -0.527 -0.540
C 4.301 7.804 10.805
C 2.504 4.801 -3.501
C 2.345 10.185 14.658
C 7.064 5.336 1.133
C 6.590 -6.197 -9.765
C 6.707 0.439 2.042
C 6.749 -3.873 -5.355
C -3.357 4.861 -4.856
C 4.434 1.350 -0.547
C -3.946 0.194 0.225
C 3.019 -0.573 -1.221
C -0.378 -4.050 -0.208
C -3.501 -3.684 4.475
C -4.836 1.231 3.116
C 7.749 1.787 -7.056
C -1.395 -0.376 0.278
C 1.765 3.951 3.084
C -2.536 0.506 0.772
C -1.436 -1.811 0.226
C -0.062 1.720 -0.076
C -2.135 -6.270 -7.775
C 2.899 -1.987 -1.292
C 3.625 8.926 5.232
C -8.024 3.827 6.499
C 6.350 1.029 0.991
C -5.706 -1.450 4.409
C -4.085 -4.241 -0.770
C -0.235 0.217 -0.112
C -4.522 6.096 0.111
C -5.678 1.222 1.837
C -5.552 -2.765 5.172
C 0.145 -4.643 1.110
C 0.829 -1.903 -0.593
C -5.692 1.064 4.403
H -4.117 -0.185 5.091
H -4.017 -3.668 3.507
H 5.141 -0.526 -1.326
H -3.566 -5.672 1.123
H -5.119 -1.555 3.485
H -6.743 0.965 4.118
H -5.618 1.458 -0.266
H 0.458 2.916 -1.836
H 7.110 -0.279 2.712
H 0.977 1.965 0.139
H -3.280 -4.736 4.704
H 5.914 2.778 0.032
H -3.192 -2.437 -1.464
H 3.949 2.208 -1.015
H -2.528 -3.204 4.316
H 6.597 1.572 -1.059
H -4.397 -0.642 0.757
H -1.809 0.896 -2.218
H -5.540 1.900 5.083
H -0.473 -5.178 3.060
H -6.312 0.329 1.838
H -1.118 1.985 -3.394
H -4.644 -4.271 -1.709
H -2.511 0.456 1.867
H -4.143 2.075 3.181
H -5.938 -3.561 4.519
H -6.159 -2.737 6.080
H 0.993 -5.328 1.065
H -2.357 1.550 0.539
H -0.099 0.714 -2.796
H 0.272 -4.435 -0.990
H -3.914 -0.004 -0.847
H -3.257 -4.947 -0.893
H -4.579 -2.207 -0.427
H -5.489 -0.184 6.224
H -0.643 2.171 0.719
H -2.447 -3.553 1.073
H -4.342 2.350 0.504
H 4.310 0.505 -2.575
H -4.208 0.333 3.076
H 3.952 1.118 0.399
H -6.732 -1.260 4.078
H -3.156 -2.022 1.468
H -6.363 2.081 1.892
H -1.382 -4.440 -0.326
H -0.783 -3.402 2.490
*
```

Total energy, eV: -877349.0219

These are the Löwdin partial charges, in e, on atoms 1 to 2:
1 Cl 0.527
2 Cl 0.530

---

Entry 7:
DFT (the ωB97M-V functional and the def2-TZVPD basis) results for a gas-phase ion, C4H9N4O2 (charge +1).

The geometry in ORCA input format:
```
! RIJCOSX wB97M-V def2-TZVPD def2/J DEFGRID3
* xyz 1 1
O 2.401 -2.437 0.369
O 3.469 -0.236 -0.507
N 1.768 -1.436 0.559
N -0.807 -2.336 -0.149
N 2.121 2.029 -0.309
N 2.337 -0.283 0.000
C -0.600 -1.239 -0.727
C 0.250 0.680 0.804
C 1.602 0.817 0.164
C -0.905 0.150 -0.270
H -1.141 -2.450 0.789
H -1.039 0.930 -1.069
H -0.559 -3.121 -0.681
H 0.209 0.062 1.669
H -0.006 -1.289 -1.714
H 2.865 1.927 -0.987
H -0.256 1.565 1.118
H 1.488 2.793 -0.272
H -1.801 0.176 0.249
*
```

SMILES: [NH2+]=CCCC(=[NH2+])N([O-])N=O
Energy relative to the best compared isomer or geometry (same formula, charge and spin), kJ/mol: 484.8
Total energy, eV: -14337.1786

These are the natural (NBO) partial charges, in e, on atoms 1 to 2:
1 O -0.247
2 O -0.527

---

Entry 8:
DFT (the ωB97M-V functional and the def2-TZVPD basis) results for 2 unconnected molecules or ions with the total composition C5H10N2O.

The geometry in ORCA input format:
```
! RIJCOSX wB97M-V def2-TZVPD def2/J DEFGRID3
* xyz 0 1
O -1.040 -2.072 0.110
N -0.322 -2.481 -0.809
N -1.167 0.952 -0.026
C -0.312 1.713 0.228
C 1.680 -1.167 -0.119
C 1.114 -2.539 -0.421
C -2.535 1.452 0.067
C 0.698 2.481 0.490
H 0.561 3.536 0.677
H 1.213 -3.211 0.437
H -2.731 2.214 -0.695
H 1.262 -0.766 0.811
H 1.698 2.065 0.495
H -3.227 0.622 -0.108
H 1.463 -0.459 -0.926
H 2.765 -1.220 0.004
H 1.636 -2.983 -1.274
H -2.755 1.863 1.059
*
```

SMILES: C=C=NC.CCN=O
Energy relative to the best compared isomer or geometry (same formula, charge and spin), kJ/mol: 566.7
Total energy, eV: -10369.4319

These are the natural (NBO) partial charges, in e, on atoms 1 to 2:
1 O -0.282
2 N 0.154